1.
14
Properties=species:S:1:pos:R:3 method="wB97M-V/def2-TZVPD" energy_ha=-627.555266 homo_lumo_gap_ev=10.23 multiplicity=1 e_homo_ha=-0.351 e_above_lowest_kcal_mol=63.21 lumo_ev=0.7
C -1.2352 1.5244 0.1862
C 0.0835 1.1321 -0.3874
N 0.0815 -2.0521 -0.2803
O 2.3187 -0.8013 -0.3297
O 1.2697 1.6514 0.4223
P 1.2078 -0.0992 0.3394
H -1.4997 2.5208 0.2714
H -1.2506 1.0374 1.2158
H -2.1131 1.1364 -0.3369
H 0.1988 1.3048 -1.4529
H -0.2266 -1.9651 -1.2881
H 0.9430 -2.3916 -0.2498
H -0.6985 -2.5679 0.2350
H 0.9207 -0.4301 1.6552

=====

2.
19
Properties=species:S:1:pos:R:3 method="wB97M-V/def2-TZVPD" energy_ha=-683.573013 homo_lumo_gap_ev=9.91 multiplicity=1 e_homo_ha=-0.481 e_above_lowest_kcal_mol=121.54 total_charge=+1 lumo_ev=-3.2
C 2.3261 0.8023 0.2221
C 0.9552 1.1979 -0.3904
C -1.3034 0.4038 -0.5523
N -0.1804 -1.7953 0.5116
N -1.3286 -1.6314 -0.3313
N -0.2344 0.6639 0.2498
S -2.9099 1.0495 0.1283
H 2.4843 -0.4049 0.1395
H 3.2267 1.1660 -0.3075
H 2.4330 0.9048 1.3462
H 0.9368 0.8497 -1.5014
H 1.0567 2.3254 -0.3081
H -1.3384 0.1427 -1.6569
H 0.5734 -2.2826 -0.0089
H -0.3275 -2.1831 1.3969
H -2.1404 -1.9753 0.1568
H -0.5439 1.1571 1.0855
H 0.0884 -0.6950 0.4334
H -3.7738 0.3042 -0.6135

=====

3.
57
Properties=species:S:1:pos:R:3 method="wB97M-V/def2-TZVPD" energy_ha=-1451.691572 homo_lumo_gap_ev="10.23 / 2.35" multiplicity=2 e_homo_ha="-0.498 / -0.498" e_above_lowest_kcal_mol=144.99 total_charge=+1 lumo_ev="-3.3 / -11.2"
O 1.0691 0.9224 4.5821
H 0.7000 1.1618 3.7464
H 1.9608 1.2506 4.4276
O -3.8587 0.3635 0.7516
H -4.7062 0.2219 0.7773
H -3.6805 0.9141 1.4623
O 2.6361 -0.3410 -2.2425
H 3.1879 -0.1278 -3.0094
H 3.1430 -0.2515 -1.3653
O -1.5970 -1.0719 -3.9257
H -1.6316 -2.0964 -3.8032
H -0.6053 -1.0378 -3.6904
O -2.3325 -0.7572 2.8896
H -2.7702 -0.7779 3.7958
H -3.0314 -1.4773 2.4178
O -4.1521 -0.3722 -2.5585
H -3.3009 -0.6534 -2.9566
H -4.5578 0.3263 -3.1598
O 4.0502 0.3532 0.3171
H 3.6777 -0.4740 0.5216
H 3.3700 0.7723 -0.2700
O -3.4206 1.2130 3.4484
H -2.5720 0.8201 3.1850
H -3.1697 2.0528 3.7451
O 1.5764 -0.9041 1.3080
H 1.8964 -1.7059 1.7914
H 1.7821 -1.0096 0.4315
O 0.8625 -2.4474 -2.3071
H 1.0790 -1.6383 -2.5655
H 1.4161 -3.0723 -2.2152
O 0.8693 -3.5784 2.3054
H 0.3230 -3.2021 3.0062
H 0.3461 -3.5533 1.5446
O -1.7368 -3.0357 0.3230
H -1.1206 -2.8036 -0.3993
H -2.2032 -2.2519 0.4282
O 1.7726 2.1515 2.2872
H 1.5295 1.3129 1.7691
H 2.2320 2.8137 1.6781
O 1.0373 0.5834 -4.2382
H 0.3715 0.8423 -4.7149
H 0.8660 0.9824 -3.3950
O -1.9287 1.2430 -1.2020
H -2.2563 1.8465 -1.8263
H -2.5183 0.3592 -1.0979
O -0.5685 4.4091 -0.3839
H -0.4924 3.4689 -0.2697
H -1.3649 4.5376 -0.0029
O 0.5852 1.4248 -1.4852
H 0.2458 2.4372 -1.6263
H -0.3243 1.2344 -0.9362
O 2.7603 2.6559 -1.3372
H 3.1036 2.4919 -2.0302
H 2.2115 1.8358 -1.3755
O 3.2729 -2.8672 2.8730
H 2.8226 -3.4597 2.1627
H 3.1440 -2.0343 2.4141

=====

4.
57
Properties=species:S:1:pos:R:3 method="wB97M-V/def2-TZVPD" energy_ha=-3455.277539 homo_lumo_gap_ev=4.87 multiplicity=1 e_homo_ha=-0.254 lumo_ev=-2.0
Cl 2.4374 -1.1978 2.0107
B 1.4996 0.2124 2.7499
Cl 1.6673 0.3532 4.5697
Cl 1.9795 1.8357 1.9253
O 0.0055 -0.1092 2.4349
C -0.9271 0.7735 2.3480
C -2.3019 0.4351 2.6106
C -3.2506 1.4867 2.7202
C -4.5880 1.2164 2.9623
C -5.0260 -0.1074 3.0852
C -4.0957 -1.1554 3.0195
C -2.7483 -0.9007 2.7981
H -0.6504 1.8370 2.3171
H -2.8918 2.5158 2.6646
H -5.3004 2.0421 3.0470
H -6.0887 -0.3093 3.2332
H -4.4404 -2.1848 3.1475
H -2.0108 -1.7046 2.8000
F -8.9287 5.2117 -3.4991
C -7.9781 5.7452 -2.6675
F -7.1411 6.4957 -3.4390
F -8.6274 6.6040 -1.8195
C -7.2561 4.6676 -1.9080
C -5.8878 4.5124 -2.0575
C -5.2219 3.4953 -1.3482
N -3.8297 3.4495 -1.5044
C -2.9409 2.5236 -1.0030
S -3.3689 1.0619 -0.3022
N -1.6443 2.8991 -1.1775
C -0.5164 2.1119 -0.6746
C -0.6992 0.6523 -1.0768
C -0.5097 0.4034 -2.6021
C 0.3612 -0.8601 -2.6994
C 0.8632 -1.1427 -1.2660
N 0.1756 -0.2098 -0.4372
C -5.9412 2.6544 -0.5071
C -7.3192 2.8354 -0.3673
C -8.0639 1.9142 0.5571
F -9.4130 2.0323 0.4444
F -7.7423 0.6013 0.3194
F -7.7475 2.1581 1.8756
C -7.9924 3.8342 -1.0620
H -5.3232 5.1794 -2.7056
H -3.4338 4.1888 -2.0867
H -1.4533 3.8799 -1.3751
H 0.3919 2.4846 -1.1637
H -0.3930 2.2091 0.4133
H -1.7552 0.3158 -0.7640
H -1.4886 0.2868 -3.0783
H 0.0138 1.2705 -3.0261
H -0.2425 -1.7083 -3.0406
H 1.2000 -0.7022 -3.3854
H 0.6369 -2.1801 -0.9704
H 1.9563 -1.0145 -1.1884
H 0.4138 -0.1724 0.5416
H -5.4539 1.8510 0.0553
H -9.0632 3.9611 -0.9555